Entry 1:
C21H36N4O4PPd | ωB97M-V with the def2-TZVPD basis set

Highest occupied orbital energy (alpha / beta) = -11.26 / -11.34 eV
E = -49276.3446 eV
Total charge = +1
Orbital gap (alpha / beta) = 7.51 / 7.34 eV
Lowest unoccupied orbital energy (alpha / beta) = -3.7 / -4.0 eV
Energy relative to the best compared isomer or geometry (same formula, charge and spin) = 48.0 kcal per mole
Strongest force on any atom = 0.033 Eh/bohr

```
67
C21H36N4O4PPd ωB97M-V with the def2-TZVPD basis set
Pd 1.674 0.156 0.313
C -0.265 1.236 3.867
C 1.067 1.375 3.160
C 2.164 1.839 4.104
O 1.485 0.067 2.643
C 0.981 2.370 2.022
O 0.423 3.433 2.148
O 1.640 2.082 0.884
H -0.168 0.572 4.728
H -1.025 0.842 3.187
H -0.595 2.215 4.208
H 2.216 1.181 4.972
H 1.956 2.857 4.434
H 3.134 1.823 3.601
H 0.693 -0.486 2.612
C 6.436 0.123 0.748
C 5.750 -1.073 0.596
C 4.386 -1.035 0.404
N 3.714 0.120 0.358
C 4.368 1.280 0.504
C 5.734 1.316 0.700
H 7.507 0.122 0.903
H 6.259 -2.026 0.629
H 3.808 -1.942 0.291
H 3.763 2.175 0.472
H 6.230 2.269 0.817
O -0.394 -0.375 0.682
P -1.363 -0.549 -0.498
N -2.068 0.841 -0.905
C -1.253 2.063 -1.135
C -2.281 3.103 -1.586
C -3.400 2.269 -2.207
C -3.486 1.066 -1.279
N -0.419 -1.149 -1.720
C 1.012 -0.951 -1.656
C 1.552 -1.321 -3.027
C 0.398 -0.858 -3.925
C -0.848 -1.264 -3.136
N -2.578 -1.594 -0.256
C -2.521 -3.009 -0.683
C -3.856 -3.548 -0.196
C -4.069 -2.846 1.148
C -3.360 -1.485 1.016
H -0.516 1.880 -1.924
H -0.720 2.371 -0.239
H -1.846 3.824 -2.275
H -2.656 3.651 -0.719
H -3.120 1.948 -3.215
H -4.346 2.803 -2.271
H -3.916 0.179 -1.738
H -4.078 1.312 -0.393
H 1.459 -1.559 -0.821
H 1.230 0.165 -1.517
H 1.681 -2.403 -3.095
H 2.504 -0.842 -3.245
H 0.422 -1.308 -4.915
H 0.433 0.228 -4.039
H -1.126 -2.293 -3.361
H -1.710 -0.624 -3.335
H -1.684 -3.539 -0.216
H -2.417 -3.082 -1.762
H -3.846 -4.633 -0.108
H -4.641 -3.270 -0.900
H -3.622 -3.423 1.957
H -5.125 -2.721 1.379
H -2.698 -1.296 1.861
H -4.063 -0.654 0.949
```

***

Entry 2:
C21H36P2Re | ωB97M-V with the def2-TZVPD basis set

Highest occupied orbital energy (alpha / beta) = -13.61 / -13.99 eV
Spin multiplicity = 4
E = -43034.9058 eV
Total charge = +2
Orbital gap (alpha / beta) = 4.86 / 5.24 eV
Lowest unoccupied orbital energy (alpha / beta) = -8.7 / -8.8 eV
Energy relative to the best compared isomer or geometry (same formula, charge and spin) = 257.0 kcal per mole
Strongest force on any atom = 0.184 Eh/bohr

```
60
C21H36P2Re ωB97M-V with the def2-TZVPD basis set
P 2.315 2.357 -3.411
P 1.878 -0.575 -3.936
C 3.200 1.559 -4.969
C 2.152 0.588 -5.428
H 4.138 1.046 -4.687
H 3.363 2.391 -5.660
H 1.173 1.021 -5.687
H 2.508 0.032 -6.306
C 3.128 -1.739 -4.677
H 2.948 -2.783 -4.415
H 4.135 -1.441 -4.377
H 3.070 -1.689 -5.776
C 0.709 -1.388 -5.739
H 1.195 -1.201 -6.709
H -0.268 -0.898 -5.720
H 0.602 -2.474 -5.643
C 3.471 3.736 -3.207
H 3.102 4.401 -2.419
H 3.419 4.218 -4.193
H 4.488 3.375 -2.993
C 1.154 3.261 -4.627
H 0.388 2.627 -5.081
H 1.752 3.690 -5.439
H 0.646 4.060 -4.086
Re 2.062 0.611 -2.091
C -1.991 -1.773 -3.921
C -1.094 -2.830 -3.959
C 0.180 -2.609 -3.355
C 0.945 2.088 -2.293
C -1.762 3.330 -3.899
C -2.325 2.136 -4.005
C -1.490 0.823 -4.280
C -1.757 -0.397 -3.344
C 1.615 1.479 -0.062
H -3.008 -1.880 -4.371
H -1.244 -3.787 -4.463
H 0.196 -2.186 -2.361
H 1.123 -3.102 -3.644
H 3.296 0.805 -0.910
H 0.414 2.835 -1.702
H -1.460 4.092 -3.178
H -3.406 1.935 -3.787
H -0.415 1.056 -4.216
H -1.646 0.492 -5.314
H -1.003 -0.289 -2.559
H -2.684 -0.180 -2.818
H 0.532 1.396 0.053
H 1.851 2.545 -0.070
H 2.101 1.037 0.817
C -0.070 -2.722 1.463
C 1.313 -2.534 1.592
C 2.006 -1.651 0.722
C 1.313 -0.943 -0.272
C -0.079 -1.004 -0.254
C -0.772 -1.946 0.533
H -0.603 -3.443 2.094
H 1.859 -3.081 2.370
H 3.084 -1.541 0.871
H -0.650 -0.286 -0.849
H -1.857 -2.050 0.427
```

***

Entry 3:
C21H37AlBeF12KO4P | ωB97M-V with the def2-TZVPD basis set

Highest occupied orbital energy = -7.07 eV
E = -95786.2979 eV
Orbital gap = 2.76 eV
Lowest unoccupied orbital energy = -4.3 eV
Strongest force on any atom = 0.114 Eh/bohr

```
78
C21H37AlBeF12KO4P ωB97M-V with the def2-TZVPD basis set
C 3.918 -1.464 1.633
C 3.205 -0.107 1.888
P 2.853 0.693 0.305
C 2.141 2.217 0.426
C 1.883 3.165 1.492
C 0.447 3.773 1.514
C -0.219 3.851 2.903
C 0.015 2.681 3.881
C -0.053 1.240 3.335
C -1.440 0.689 2.896
C -1.216 -0.456 1.884
C -1.047 0.070 0.453
O -0.370 -0.829 -0.424
C 0.961 -0.504 -0.610
C 4.396 0.792 -0.687
C 5.561 1.575 -0.037
H 3.653 -2.219 2.382
H 3.569 -1.847 0.654
H 5.015 -1.359 1.624
H 2.214 -0.259 2.347
H 3.789 0.541 2.558
H 2.284 2.687 -0.568
H 2.136 2.761 2.483
H 2.626 4.027 1.264
H 0.486 4.786 1.074
H -0.187 3.198 0.822
H 0.059 4.784 3.420
H -1.302 3.932 2.716
H 0.978 2.799 4.418
H -0.766 2.805 4.645
H 0.633 1.083 2.471
H 0.338 0.607 4.155
H -2.063 1.496 2.477
H -1.977 0.312 3.776
H -2.025 -1.196 1.930
H -0.269 -0.973 2.146
H -2.014 0.349 0.002
H -0.454 1.007 0.516
H 1.344 -1.197 -1.376
H 1.082 0.545 -0.958
H 1.543 -0.634 0.316
H 4.684 -0.201 -0.896
H 4.093 1.229 -1.652
H 6.348 0.917 0.362
H 6.039 2.259 -0.752
H 5.217 2.194 0.803
K 4.899 -1.488 -1.843
Be 2.654 5.679 0.224
C -1.739 -2.207 -4.003
C -1.799 -0.697 -4.149
C -2.379 0.082 -2.969
F -3.700 -0.093 -2.790
F -2.161 1.410 -3.182
F -2.354 -0.284 -5.307
F -0.471 -0.307 -4.153
O -2.739 -2.956 -4.652
C -3.900 -3.259 -4.051
C -5.090 -2.693 -4.849
F -4.996 -1.347 -4.918
F -6.240 -3.008 -4.215
F -3.954 -2.850 -2.775
F -4.058 -4.608 -4.057
H -0.806 -2.494 -4.483
H -1.627 -2.481 -2.954
H -1.823 -0.252 -2.092
H -5.095 -3.119 -5.853
C -0.661 -5.732 -1.626
C 0.394 -5.199 -2.660
O 0.351 -3.959 -2.874
O 1.145 -6.061 -3.140
H -1.282 -4.921 -1.246
H -1.276 -6.480 -2.127
H -0.122 -6.216 -0.810
F -4.150 2.447 3.013
Al -3.987 2.669 4.682
F -5.380 3.254 5.398
F -2.710 3.775 4.884
F -3.479 1.200 5.347
```